Entry 1:
{"formula": "C3H4NP", "method": "ωB97M-V with the def2-TZVPD basis set", "symbols": ["C", "C", "C", "N", "P", "H", "H", "H", "H"], "xyz": [[0.657, 0.539, 1.820], [1.177, 0.330, -1.103], [-1.083, -0.276, 0.321], [-0.337, 0.234, 1.213], [-0.196, -0.485, -1.187], [1.076, 1.491, 1.862], [1.911, 0.033, -1.724], [-2.176, -0.489, 0.461], [-1.029, -1.376, -1.663]], "nbo_charge": [0.087, -0.785, -0.467, -0.254, 0.847, 0.200, 0.170, 0.233, -0.032], "e_lumo_ha": [0.000, 0.000], "homo_ev": [-8.107, -8.107], "e_above_lowest_ev": 5.6316, "multiplicity": 1, "homo_lumo_gap_ha": [0.29742, 0.29745], "charge": 0}

---

Entry 2:
{"formula": "C3H4NPS", "method": "ωB97M-V with the def2-TZVPD basis set", "symbols": ["C", "C", "C", "N", "P", "S", "H", "H", "H", "H"], "xyz": [[1.534, 1.559, -0.237], [-0.536, 0.289, 0.090], [-1.539, -0.920, 0.072], [2.006, -1.399, 0.291], [1.210, -0.215, -0.202], [-0.192, 1.974, 0.033], [2.431, 2.105, -0.521], [-2.118, -0.770, -0.846], [-2.103, -0.919, 1.056], [-0.692, -1.705, 0.264]], "nbo_charge": [-0.806, -0.555, -0.666, -0.891, 1.374, 0.539, 0.254, 0.245, 0.233, 0.272], "e_lumo_ha": [-0.053, -0.062], "homo_ev": [-8.661, -8.327], "e_above_lowest_ev": 5.4653, "multiplicity": 1, "homo_lumo_gap_ha": [0.26537, 0.24432], "charge": 0}

---

Entry 3:
{"formula": "C3H4O", "method": "ωB97M-V with the def2-TZVPD basis set", "symbols": ["C", "C", "C", "O", "H", "H", "H", "H"], "xyz": [[-0.358, 1.560, -0.257], [-1.185, 0.626, -0.588], [0.342, -1.260, 0.272], [-0.208, -2.048, 0.939], [0.073, 2.539, -0.370], [0.568, -1.373, -0.813], [1.187, -0.581, 0.809], [-0.418, 0.536, 0.008]], "lowdin_charge": [0.075, 0.085, -0.283, 0.032, 0.098, 0.097, 0.126, -0.230], "e_lumo_ha": -0.007, "homo_ev": -9.928, "e_above_lowest_ev": 6.8447, "multiplicity": 1, "homo_lumo_gap_ha": 0.35734, "charge": 0}

---

Entry 4:
{"formula": "C3H4O", "method": "ωB97M-V with the def2-TZVPD basis set", "symbols": ["C", "C", "C", "O", "H", "H", "H", "H"], "xyz": [[-0.425, -0.172, -0.546], [0.755, -0.595, 0.454], [0.516, 0.765, 0.090], [1.856, 0.055, -0.323], [-0.342, -0.447, -1.636], [-1.396, -0.204, -0.146], [0.814, -0.974, 1.487], [0.576, 1.867, 0.427]], "nbo_charge": [-0.418, 0.029, -0.008, -0.503, 0.224, 0.214, 0.223, 0.238], "smiles": "C1[C@@H]2O[C@H]12", "e_lumo_ha": 0.044, "homo_ev": -9.394, "e_above_lowest_ev": 2.9158, "multiplicity": 1, "homo_lumo_gap_ha": 0.38878, "charge": 0}

---

Entry 5:
{"formula": "C3H4O2", "method": "ωB97M-V with the def2-TZVPD basis set", "symbols": ["O", "C", "C", "C", "O", "H", "H", "H", "H"], "xyz": [[0.325, 0.730, -1.391], [-0.305, -0.253, -0.847], [0.448, -0.785, 0.261], [-0.085, 0.495, 0.894], [-0.116, -0.792, 1.537], [-1.318, -0.528, -1.138], [1.530, -0.842, 0.176], [0.646, 1.169, -0.191], [-1.126, 0.806, 0.697]], "nbo_charge": [-0.660, 0.266, -0.002, -0.158, -0.449, 0.201, 0.206, 0.388, 0.208], "e_lumo_ha": 0.022, "homo_ev": -9.610, "e_above_lowest_ev": 6.3368, "multiplicity": 1, "homo_lumo_gap_ha": 0.37517, "charge": 0}

---

Entry 6:
{"formula": "C3H4O2", "method": "ωB97M-V with the def2-TZVPD basis set", "symbols": ["C", "C", "C", "O", "O", "H", "H", "H", "H"], "xyz": [[0.424, -1.533, 1.020], [0.485, -0.235, 1.077], [-0.284, 0.868, -0.886], [-1.287, 2.484, -2.024], [-0.742, 1.991, -0.963], [0.676, -2.280, 1.850], [-0.124, -1.907, 0.243], [1.087, 0.500, 1.420], [-0.235, 0.114, -1.737]], "nbo_charge": [-0.460, -0.026, 0.248, -0.464, -0.113, 0.247, 0.222, 0.190, 0.157], "e_lumo_ha": [-0.024, -0.024], "homo_ev": [-9.170, -9.171], "e_above_lowest_ev": 9.7210, "multiplicity": 1, "homo_lumo_gap_ha": [0.31348, 0.31350], "charge": 0}

---

Entry 7:
{"formula": "C3H4O2", "method": "ωB97M-V with the def2-TZVPD basis set", "symbols": ["C", "C", "C", "H", "H", "H", "H", "O", "O"], "xyz": [[-0.703, 1.299, -0.050], [-0.535, -0.164, -0.107], [0.934, -0.618, -0.088], [-0.431, 1.562, 1.049], [-1.723, 1.523, -0.247], [0.156, 1.785, -0.669], [1.132, -1.728, -0.282], [-1.475, -0.940, 0.097], [1.812, 0.159, 0.106]], "nbo_charge": [-0.726, 0.464, 0.350, 0.259, 0.246, 0.249, 0.130, -0.497, -0.475], "smiles": "CC(=O)C=O", "e_lumo_ha": -0.021, "homo_ev": -9.903, "e_above_lowest_ev": 1.1004, "multiplicity": 1, "homo_lumo_gap_ha": 0.34280, "charge": 0}

---

Entry 8:
{"formula": "C3H4O2", "method": "ωB97M-V with the def2-TZVPD basis set", "symbols": ["C", "C", "C", "H", "H", "H", "H", "O", "O"], "xyz": [[-1.015, 0.423, 0.028], [0.277, -0.272, 0.139], [1.564, 0.277, -0.194], [-1.911, -1.331, -0.231], [0.132, -1.328, 0.812], [2.504, -0.370, 0.104], [1.735, 1.369, -0.569], [-2.123, -0.354, -0.193], [-1.163, 1.585, 0.103]], "nbo_charge": [0.725, -0.346, -0.323, 0.484, 0.215, 0.221, 0.241, -0.681, -0.535], "smiles": "C=CC(=O)O", "e_lumo_ha": 0.002, "homo_ev": -10.241, "e_above_lowest_ev": 1.6191, "multiplicity": 1, "homo_lumo_gap_ha": 0.37827, "charge": 0}

---

Entry 9:
{"formula": "C3H4O2", "method": "ωB97M-V with the def2-TZVPD basis set", "symbols": ["C", "C", "O", "C", "O", "H", "H", "H", "H"], "xyz": [[-1.137, 0.056, 0.451], [0.167, 0.058, 0.176], [1.179, 0.458, 0.983], [0.674, -0.389, -1.172], [1.251, 0.345, -1.933], [0.818, 0.684, 1.851], [-1.544, 0.440, 1.383], [-1.847, -0.293, -0.293], [0.479, -1.448, -1.431]], "nbo_charge": [-0.517, 0.223, -0.654, 0.392, -0.473, 0.484, 0.206, 0.218, 0.121], "smiles": "C=C(O)C=O", "e_lumo_ha": 0.023, "homo_ev": -9.617, "e_above_lowest_ev": 1.3405, "multiplicity": 1, "homo_lumo_gap_ha": 0.37669, "charge": 0}

---

Entry 10:
{"formula": "C3H4O2", "method": "ωB97M-V with the def2-TZVPD basis set", "symbols": ["C", "C", "C", "O", "O", "H", "H", "H", "H"], "xyz": [[1.534, 1.505, -0.253], [0.595, 0.884, 0.202], [-0.733, -0.007, 0.769], [-0.906, -1.538, -1.063], [-0.515, -1.333, 0.314], [2.218, 1.983, -0.812], [-1.671, 0.455, 0.615], [-0.558, -0.336, 1.802], [0.036, -1.614, -1.574]], "nbo_charge": [-0.263, -0.056, -0.077, -0.450, -0.279, 0.219, 0.212, 0.229, 0.465], "smiles": "C#CCOO", "e_lumo_ha": 0.030, "homo_ev": -10.395, "e_above_lowest_ev": 6.1612, "multiplicity": 1, "homo_lumo_gap_ha": 0.41186, "charge": 0}

---

Entry 11:
{"formula": "C3H4O2", "method": "ωB97M-V with the def2-TZVPD basis set", "symbols": ["C", "C", "C", "O", "O", "H", "H", "H", "H"], "xyz": [[1.501, -0.107, 0.039], [0.128, 0.133, 0.311], [-1.122, -0.132, -0.434], [2.484, -0.752, -0.014], [1.070, 1.147, -0.135], [0.214, 0.287, 2.147], [-1.106, 0.482, -1.337], [-2.008, 0.125, 0.136], [-1.163, -1.183, -0.713]], "nbo_charge": [0.733, 0.161, -0.697, -0.515, -0.474, 0.058, 0.247, 0.246, 0.242], "e_lumo_ha": -0.011, "homo_ev": -9.990, "e_above_lowest_ev": 4.3317, "multiplicity": 1, "homo_lumo_gap_ha": 0.35616, "charge": 0}

---

Entry 12:
{"formula": "C3H4O2", "method": "ωB97M-V with the def2-TZVPD basis set", "symbols": ["C", "C", "C", "O", "O", "H", "H", "H", "H"], "xyz": [[0.529, 0.378, 0.704], [0.973, -0.856, 0.285], [-0.838, 0.103, 0.040], [-0.316, -1.228, -0.386], [-1.130, 0.910, -1.027], [0.992, 1.159, 1.063], [1.837, -1.389, 0.166], [-1.612, 0.113, 0.868], [-0.434, 0.809, -1.714]], "nbo_charge": [-0.220, 0.023, 0.327, -0.454, -0.693, 0.178, 0.176, 0.180, 0.484], "e_lumo_ha": [0.037, -0.065], "homo_ev": [-5.745, -10.736], "e_above_lowest_ev": 1.9859, "multiplicity": 3, "homo_lumo_gap_ha": [0.24775, 0.32971], "charge": 0}